27
Properties=species:S:1:pos:R:3:forces:R:3 method="wB97M-V/def2-TZVPD" homo_energy_ev=-8.542 total_charge=0 homo_lumo_gap_ev=8.506
C -1.6177 0.7492 -1.6411 -0.685 -1.013 1.902
C -2.3020 -1.5971 -0.5964 2.652 -0.113 0.348
C -1.3446 0.1888 0.8170 1.409 1.605 2.303
C -1.2791 -0.3745 -0.5700 -2.529 0.473 -0.725
N 3.7164 -2.5433 -0.0011 -1.621 -1.647 1.096
N 4.0190 1.7547 -1.4377 0.892 -1.475 2.677
N 1.1810 0.3832 -0.5591 1.452 0.571 0.834
O 2.4472 -0.3980 1.7294 -0.296 0.392 0.836
O 0.6756 -2.0031 0.1714 0.522 -1.910 2.454
P 2.6334 0.2111 0.4193 0.249 -1.455 -2.352
S 3.8705 -1.1572 -0.8282 -0.465 2.462 -0.874
S 3.6455 2.0379 0.2901 -0.327 0.175 -1.525
S 0.3398 -1.1068 -0.8782 -0.292 2.453 -3.471
H -0.7256 1.2242 -2.0045 0.153 0.817 0.205
H -2.1057 0.3379 -2.4797 -0.470 -0.752 -1.147
H -2.4051 1.3908 -1.1542 1.264 -0.133 -0.537
H -1.6725 -2.4850 -0.7327 -0.408 -0.243 -0.105
H -3.0547 -1.6280 -1.3287 -0.849 0.452 -1.121
H -2.7291 -1.7163 0.3770 -0.377 -0.058 0.408
H -2.2221 -0.1595 1.3365 -0.345 -0.030 0.112
H -0.4793 -0.2574 1.3876 -0.804 0.703 -0.117
H -1.3536 1.3450 0.9971 0.418 -2.069 -0.864
H 4.3183 -2.5455 0.7832 0.686 -0.212 0.944
H 2.7492 -2.7069 0.3506 0.819 -0.012 -0.597
H 3.6619 2.3696 -2.0902 -1.450 1.898 -1.078
H 5.0155 1.8299 -1.5069 0.563 -0.338 -0.054
H 1.4120 0.9083 -1.4163 -0.160 -0.539 0.445


24
Properties=species:S:1:pos:R:3:forces:R:3 method="wB97M-V/def2-TZVPD" smiles="Cc1ccccc1.C=C.N=S" homo_energy_ev="-8.772 / -8.749" total_charge=0 homo_lumo_gap_ev="7.365 / 7.363"
C 0.0049 2.2104 -1.1593 -0.112 0.819 0.113
C 1.1246 1.3672 -0.5577 -1.933 -0.887 -1.149
C 1.0339 -0.0179 -0.7824 0.246 0.002 1.084
C 1.8747 -0.8268 -0.0099 -0.696 -1.125 -1.860
C 2.9453 -0.3285 0.6916 1.157 -1.321 2.210
C 3.0516 1.0176 0.9043 -0.472 1.073 -0.845
C 2.1166 1.8545 0.2252 1.036 1.807 3.253
H -0.7557 1.5439 -1.6415 0.747 0.736 0.249
H -0.5660 2.8947 -0.4368 1.046 -1.050 -0.778
H 0.5152 2.8618 -1.9012 -0.813 -0.218 0.149
H 0.2128 -0.4082 -1.4125 0.657 0.030 0.568
H 1.6958 -1.9076 -0.0315 0.331 0.739 0.048
H 3.6173 -1.0203 1.3123 -1.083 0.923 -1.186
H 3.7952 1.3841 1.6247 -0.426 0.150 -0.553
H 1.9902 2.9004 0.6625 0.488 -1.167 -1.137
C -3.9425 -0.2553 0.9089 0.193 0.474 3.012
C -4.1782 -0.2256 -0.3434 -0.638 -0.244 -3.136
H -2.9752 -0.4816 1.3684 -0.435 -0.033 -0.284
H -4.7511 0.0580 1.5146 -0.461 0.130 1.269
H -5.1337 0.0228 -0.8447 0.724 -0.130 0.589
H -3.3581 -0.5386 -0.9243 0.642 -0.193 -1.455
N 0.7192 -4.3717 0.6071 -0.739 0.807 -0.146
S 1.0732 -3.8725 -0.8445 -0.722 -0.689 1.127
H -0.1099 -3.8607 1.0701 1.263 -0.634 -1.140


10
Properties=species:S:1:pos:R:3:forces:R:3 method="wB97M-V/def2-TZVPD" smiles="O=C=NO.C=N" homo_energy_ev=-9.524 total_charge=0 homo_lumo_gap_ev=8.659
O 2.4547 0.8398 -0.5817 -1.221 2.151 0.133
C 1.5726 0.4143 0.0616 2.415 -6.791 0.385
N 1.0615 -0.4890 0.7729 0.244 3.464 0.465
O 1.1539 -1.8667 0.6509 0.069 -0.126 -1.217
H 0.3153 -2.1382 0.2173 0.342 0.362 0.281
C -1.0958 0.8360 0.0503 -0.837 -1.485 3.356
N -1.4128 -0.0901 -0.7542 0.444 0.376 -0.629
H -0.5186 0.4099 1.0241 -1.741 1.931 -2.360
H -1.5586 1.8273 0.0954 0.356 0.158 -0.509
H -1.9721 0.2568 -1.5366 -0.071 -0.041 0.096


120
Properties=species:S:1:pos:R:3:forces:R:3 method="wB97M-V/def2-TZVPD" homo_energy_ev=-11.864 total_charge=+1 homo_lumo_gap_ev=7.620
O -0.9314 0.5564 3.7002 0.548 0.089 -0.194
C -0.0218 0.9463 3.0243 -0.624 -0.269 0.364
O -0.1095 2.0667 2.2474 0.966 -0.654 0.337
C 1.3065 0.1611 3.0781 -0.660 -0.048 0.313
C 1.7726 -0.6574 2.0453 -0.713 0.867 0.503
C 2.9652 -1.3285 2.2581 -0.682 -0.059 -1.334
N 3.6382 -1.1993 3.4017 -0.823 0.224 -0.420
O 4.7930 -1.9362 3.5287 -0.139 -0.250 0.280
C 3.2094 -0.4186 4.4156 0.833 -1.042 1.067
P 4.1037 -0.2216 6.0852 0.228 1.577 1.361
O 3.3529 -1.3976 7.0013 1.096 0.741 -2.139
O 5.6757 -0.6232 5.8841 -1.451 -0.894 -0.104
C 2.0404 0.2850 4.2774 -0.919 -0.666 -0.432
H -0.2083 2.8402 2.8331 -0.310 -0.185 -0.331
H 1.2006 -0.7626 1.0759 1.023 0.746 1.813
H 3.3303 -1.9778 1.4580 0.383 0.152 0.585
H 4.4826 -2.8308 3.7619 0.250 0.043 -0.082
H 2.8308 -1.9602 6.4034 -0.079 -0.412 0.576
H 5.7857 -1.5774 5.6998 0.485 0.294 -0.090
H 1.6724 0.9030 5.1016 0.256 -0.168 -0.258
C 0.5402 -2.7703 -1.6422 -0.073 -0.281 -0.413
Cl 1.3531 -4.2106 -2.2526 0.030 0.071 0.076
Cl 1.1709 -2.2982 -0.0449 -0.477 -1.170 -1.326
H 0.7092 -1.9473 -2.3320 0.127 -0.246 0.334
H -0.5229 -2.9729 -1.5527 0.070 -0.061 0.178
C 2.3111 0.4634 -4.0791 0.222 0.124 -0.024
Cl 0.7157 -0.2967 -3.9243 -0.048 0.212 -0.337
Cl 3.1219 0.5746 -2.5126 0.005 0.003 -0.010
H 2.9167 -0.1372 -4.7496 -0.061 -0.071 0.174
H 2.1870 1.4639 -4.4822 -0.071 0.016 0.159
C -2.3380 1.7473 -2.7293 -0.152 -0.075 0.078
Cl -3.9353 1.0035 -2.5791 0.058 -0.002 -0.027
Cl -1.5131 1.8440 -1.1649 0.148 -0.513 -0.209
H -1.7354 1.1554 -3.4050 0.023 -0.042 0.133
H -2.4610 2.7493 -3.1242 -0.012 0.012 0.097
C 0.2189 2.2215 -6.4769 0.022 -0.023 -0.238
Cl -1.3567 2.3066 -5.6793 0.026 -0.024 -0.290
Cl 1.2522 3.5783 -6.0122 0.063 -0.052 -0.004
H 0.7058 1.2953 -6.1921 -0.082 0.022 0.064
H 0.0682 2.2444 -7.5513 -0.056 0.116 0.057
C -0.2154 0.9844 -10.6281 0.043 -0.163 -0.095
Cl -1.7846 1.0688 -9.8194 0.058 -0.214 0.152
Cl 0.8197 2.3476 -10.1710 0.106 -0.006 -0.021
H 0.2769 0.0604 -10.3425 -0.009 0.080 0.122
H -0.3729 1.0069 -11.7055 0.068 0.140 0.469
C -2.7674 1.3461 6.3153 0.013 -0.006 -0.146
Cl -4.2464 0.4122 6.5610 -0.003 0.027 -0.064
Cl -1.9341 1.6561 7.8485 0.084 0.077 -0.041
H -2.1048 0.7887 5.6644 -0.049 -0.069 0.127
H -3.0223 2.2962 5.8566 -0.022 -0.074 0.153
C 5.5028 -1.5530 -6.7995 0.175 -0.041 -0.033
Cl 6.1092 -1.3152 -5.1572 0.024 -0.007 -0.020
Cl 3.7856 -1.1420 -6.9164 -0.052 -0.065 -0.209
H 6.0611 -0.9157 -7.4764 -0.076 0.074 0.075
H 5.6320 -2.5937 -7.0754 -0.098 0.008 0.091
C 1.7887 -3.0396 8.5369 -0.008 0.234 0.427
Cl 1.7534 -3.9060 6.9918 0.008 0.149 -0.308
Cl 0.7834 -1.5897 8.4800 -0.185 -0.051 0.133
H 1.4223 -3.6932 9.3156 -0.143 -0.090 -0.154
H 2.8125 -2.7486 8.7478 -0.104 -0.052 -0.108
C 4.3840 2.9860 2.2121 0.155 0.313 -0.082
Cl 2.8493 2.1169 2.4527 1.318 1.459 -0.821
Cl 5.2173 3.2306 3.7471 -0.014 -0.053 -0.048
H 5.0169 2.3970 1.5567 -0.081 -0.082 0.066
H 4.1781 3.9514 1.7618 -0.074 -0.023 0.096
C -3.1837 5.2708 4.1661 -0.153 0.241 0.026
Cl -3.8770 4.7922 5.7188 -0.134 0.058 -0.103
Cl -1.8050 4.2444 3.7363 -0.082 0.074 0.023
H -3.9405 5.1717 3.3970 0.065 -0.148 0.019
H -2.8501 6.3011 4.2294 0.131 -0.090 0.075
C 3.6226 -6.4231 10.7655 0.098 -0.070 0.079
Cl 4.5585 -5.8211 9.3909 0.064 0.012 0.028
Cl 1.9935 -5.7327 10.7916 0.003 -0.116 0.252
H 3.5434 -7.5025 10.6922 -0.069 0.055 -0.123
H 4.1323 -6.1482 11.6823 -0.042 0.097 -0.056
C 0.9730 -7.5022 6.1858 -0.053 -0.004 -0.019
Cl 1.9553 -8.8383 5.5750 -0.034 0.026 -0.076
Cl 1.5230 -6.9637 7.7754 -0.167 -0.399 0.035
H 1.0439 -6.6704 5.4917 0.079 -0.021 0.039
H -0.0572 -7.8319 6.2651 0.066 -0.058 0.059
C -6.1966 -1.3767 -4.5838 -0.204 -0.163 0.156
Cl -5.3466 -1.1857 -6.1263 0.082 0.112 0.027
Cl -6.9733 -2.9589 -4.4705 0.034 0.000 0.060
H -5.4815 -1.2779 -3.7733 0.067 -0.072 -0.072
H -6.9533 -0.6051 -4.5044 0.051 -0.210 -0.168
C -1.3171 5.7260 8.0288 -0.031 -0.017 0.208
Cl -1.0561 7.3920 8.5544 -0.048 -0.017 0.018
Cl -0.0868 5.2150 6.8627 -0.030 -0.066 -0.033
H -1.2699 5.0727 8.8934 0.120 0.038 -0.029
H -2.2907 5.6542 7.5625 0.074 0.063 -0.065
C -2.0909 4.6652 -0.1003 0.153 0.146 0.193
Cl -3.6690 4.6359 0.6946 -0.135 -0.088 -0.142
Cl -1.2084 6.1528 0.2669 0.047 0.025 -0.024
H -1.5101 3.8183 0.2472 -0.115 0.305 0.130
H -2.2382 4.5996 -1.1727 -0.044 0.100 0.064
C -2.4961 -2.3580 -4.0779 -0.026 0.042 -0.089
Cl -3.2262 -2.8616 -2.5452 -0.044 0.083 0.023
Cl -1.2125 -3.4665 -4.5703 0.018 0.075 -0.063
H -3.2613 -2.3447 -4.8451 -0.017 -0.081 0.024
H -2.0765 -1.3637 -3.9559 0.004 -0.046 0.063
C 8.5474 -2.1415 6.6171 0.193 0.217 0.248
Cl 7.6404 -3.0385 5.3795 -0.115 -0.139 -0.046
Cl 10.2812 -2.2239 6.3228 -0.077 0.009 0.023
H 8.2334 -1.1033 6.5940 -0.016 -0.048 -0.134
H 8.3327 -2.5751 7.5878 0.003 -0.118 -0.096
C -8.4383 1.9898 -4.4008 -0.160 0.067 0.036
Cl -9.3466 1.1896 -5.6851 -0.022 -0.017 0.036
Cl -6.6928 1.8269 -4.6535 0.019 0.399 0.069
H -8.6938 3.0437 -4.3914 0.071 -0.024 -0.098
H -8.6993 1.5373 -3.4498 0.064 -0.069 -0.060
C -2.0400 2.8205 -13.7085 -0.063 0.223 -0.040
Cl -1.5143 1.1302 -13.6565 -0.205 -0.038 -0.524
Cl -2.2689 3.4738 -12.0839 -0.029 0.160 -0.195
H -1.2842 3.4071 -14.2193 0.061 -0.086 0.080
H -2.9798 2.8761 -14.2469 -0.011 -0.107 0.091
C -6.9656 -1.0475 -9.6984 0.014 -0.070 0.082
Cl -5.9165 -0.6393 -11.0623 0.068 -0.042 0.028
Cl -8.4495 -0.0887 -9.7084 -0.022 -0.026 0.067
H -7.2277 -2.0982 -9.7604 -0.035 0.057 -0.097
H -6.4312 -0.8521 -8.7755 -0.028 0.096 -0.057


Computed maximum force, in the same sequence as the records: 0.083, 0.075, 0.140, 0.049 hartree/bohr.